*A*
The following is a quantum chemistry calculation of the molecule C5H6N2, from the Open Molecules 2025 dataset.

```
! RIJCOSX wB97M-V def2-TZVPD def2/J DEFGRID3
* xyz 0 1
C 0.47 1.27 -1.29
C 0.51 0.34 -0.34
C 1.51 -0.40 0.40
N 0.47 0.32 1.21
C -0.70 -0.40 1.45
C -1.35 -0.57 0.27
N -2.43 -0.53 -0.33
H -0.37 1.95 -1.37
H 1.21 1.30 -2.08
H 1.48 -1.48 0.42
H 2.50 0.03 0.54
H -0.87 -0.91 2.39
H -2.42 -0.93 -1.27
*
```

* SMILES string: C=C1CN1C=C=N
* orbital gap: 0.2851 Ha
* HOMO energy: -0.29699 Ha



*B*
The following is a quantum chemistry calculation of the molecule C5H6N2, from the Open Molecules 2025 dataset.

```
! RIJCOSX wB97M-V def2-TZVPD def2/J DEFGRID3
* xyz 0 1
N 0.10 0.63 2.78
C -0.10 0.99 1.70
C -1.05 -1.10 -0.01
C -0.71 0.21 -0.57
C -0.35 1.41 0.31
C 1.41 -1.22 -0.75
N 0.17 -0.95 -0.46
H -1.76 -1.90 0.05
H -0.94 0.50 -1.60
H 0.55 1.91 -0.07
H -1.15 2.15 0.30
H 2.04 -0.42 -1.12
H 1.79 -2.21 -0.54
*
```

* orbital gap: 0.3081 Ha
* HOMO energy: -0.27676 Ha



*C*
The following is a quantum chemistry calculation of the molecule C5H6N2, from the Open Molecules 2025 dataset.

```
! RIJCOSX wB97M-V def2-TZVPD def2/J DEFGRID3
* xyz 0 1
N 0.19 3.05 -1.09
C 0.00 2.13 -0.42
C -0.30 0.95 0.39
C -1.34 -1.16 0.20
C 0.17 -1.29 0.32
C 1.01 -0.76 -0.75
N 0.82 0.01 0.49
H -0.62 1.25 1.39
H -1.19 0.45 -0.14
H -1.69 -0.95 1.24
H 0.51 -2.12 0.95
H 0.52 -0.38 -1.65
H 2.03 -1.11 -0.89
*
```

* orbital gap (alpha / beta): 0.2827 / 0.2830 Ha
* HOMO energy (alpha / beta): -0.32674 / -0.32745 Ha



Most stable of them? *B*.



*A*
The following is a quantum chemistry calculation of the molecule C5H6N2, from the Open Molecules 2025 dataset.

```
! RIJCOSX wB97M-V def2-TZVPD def2/J DEFGRID3
* xyz 0 1
N 2.23 -0.33 1.66
C 1.66 -0.13 0.68
C 1.00 0.22 -0.57
C -0.15 -0.58 -1.17
C -0.48 -1.88 -0.62
C -1.00 0.86 0.70
N -0.33 0.77 -0.58
H 1.69 0.64 -1.30
H -0.11 -0.56 -2.26
H -1.00 -1.74 0.35
H -0.84 0.00 1.36
H -2.07 0.98 0.53
H -0.62 1.75 1.22
*
```

* orbital gap (alpha / beta): 0.2981 / 0.2980 Ha
* HOMO energy (alpha / beta): -0.33858 / -0.33837 Ha



*B*
The following is a quantum chemistry calculation of the molecule C5H6N2, from the Open Molecules 2025 dataset.

```
! RIJCOSX wB97M-V def2-TZVPD def2/J DEFGRID3
* xyz 0 1
N -0.84 0.86 2.64
C -1.06 0.56 1.55
C -1.31 0.06 0.21
C -0.45 0.25 -0.99
C 1.03 0.36 -0.78
C 0.91 -0.73 0.29
N -0.49 -1.09 -0.30
H -2.38 0.02 -0.01
H -0.94 0.45 -1.94
H 1.47 -0.16 -1.65
H 1.54 1.31 -0.65
H 1.78 -1.40 0.30
H 0.75 -0.48 1.33
*
```

* SMILES string: N#C[C@H]1[C@H]2CCN21
* orbital gap: 0.3944 Ha
* HOMO energy: -0.36192 Ha



Most stable of them? *B*.



*A*
The following is a quantum chemistry calculation of the molecule C5H6N2, from the Open Molecules 2025 dataset.

```
! RIJCOSX wB97M-V def2-TZVPD def2/J DEFGRID3
* xyz 0 1
C 0.65 -0.75 1.69
N -0.33 -0.50 2.43
C -0.58 -0.76 0.95
C -0.93 0.39 0.03
C -0.17 0.24 -1.28
C 1.11 0.88 -1.52
N 1.25 -0.33 -1.20
H 1.73 -0.80 1.73
H -1.05 -1.72 0.70
H -0.67 1.33 0.54
H -2.01 0.42 -0.17
H -0.75 -0.12 -2.13
H 1.74 1.73 -1.77
*
```

* SMILES string: C1=N[C@H]1C[C@H]1C=N1
* orbital gap: 0.4014 Ha
* HOMO energy: -0.36158 Ha



*B*
The following is a quantum chemistry calculation of the molecule C5H6N2, from the Open Molecules 2025 dataset.

```
! RIJCOSX wB97M-V def2-TZVPD def2/J DEFGRID3
* xyz 0 1
C -0.69 -0.26 -1.40
N -1.54 0.68 -0.89
C -1.24 0.97 0.40
N 0.14 0.49 0.57
C 0.46 -0.18 -0.53
C 1.44 -1.13 0.03
C 1.08 -0.27 1.45
H -0.60 -0.72 -2.43
H -1.81 1.60 0.96
H 2.53 -1.44 -0.37
H 1.17 -2.11 0.36
H 0.27 -0.67 2.06
H 1.88 0.40 1.98
*
```

* SMILES string: c1ncn2c1CC2
* orbital gap: 0.3363 Ha
* HOMO energy: -0.30347 Ha



*C*
The following is a quantum chemistry calculation of the molecule C5H6N2, from the Open Molecules 2025 dataset.

```
! RIJCOSX wB97M-V def2-TZVPD def2/J DEFGRID3
* xyz 0 1
N 2.18 -1.67 1.10
C 1.56 -0.71 0.95
C 0.83 0.51 0.53
C 0.32 0.27 -0.90
C -0.93 -0.54 -0.54
C -1.38 0.39 0.55
N -0.43 0.87 1.25
H 1.52 1.35 0.66
H 1.00 -0.19 -1.61
H 0.01 1.25 -1.28
H -1.62 -0.79 -1.35
H -0.67 -1.49 -0.03
H -2.40 0.74 0.67
*
```

* SMILES string: N#C[C@H]1CCC=N1
* orbital gap: 0.4134 Ha
* HOMO energy: -0.38411 Ha



*D*
The following is a quantum chemistry calculation of the molecule C5H6N2, from the Open Molecules 2025 dataset.

```
! RIJCOSX wB97M-V def2-TZVPD def2/J DEFGRID3
* xyz 0 1
C 0.49 -1.43 -0.31
C 0.03 -1.57 -1.72
C -1.13 0.34 -0.24
N -1.34 1.56 0.15
C -0.29 1.83 0.99
C 0.56 0.77 1.10
N 0.01 -0.20 0.29
H 1.59 -1.39 -0.46
H 0.27 -2.30 0.32
H 0.19 -0.56 -2.17
H -1.74 -0.27 -0.91
H -0.22 2.79 1.48
H 1.45 0.60 1.69
*
```

* orbital gap (alpha / beta): 0.2940 / 0.2952 Ha
* HOMO energy (alpha / beta): -0.33149 / -0.33280 Ha



Most stable of them? *C*.



*A*
The following is a quantum chemistry calculation of a structure of composition C5H6N2, from the Open Molecules 2025 dataset.

```
! RIJCOSX wB97M-V def2-TZVPD def2/J DEFGRID3
* xyz 0 1
C 0.43 1.58 -0.42
C 1.01 0.83 -1.35
C 0.08 -1.67 0.54
C -0.64 -0.47 1.23
C -0.70 0.58 -0.32
N 0.47 -1.49 -0.66
N 0.10 -0.33 -1.22
H 0.50 2.59 0.04
H 1.89 0.90 -2.11
H 0.22 -2.74 1.00
H -1.67 -0.70 1.78
H 0.01 0.07 2.03
H -1.69 0.83 -0.54
*
```

* orbital gap: 0.3482 Ha
* HOMO energy: -0.30766 Ha



*B*
The following is a quantum chemistry calculation of the molecule C5H6N2, from the Open Molecules 2025 dataset.

```
! RIJCOSX wB97M-V def2-TZVPD def2/J DEFGRID3
* xyz 0 1
C 0.29 0.44 -2.45
C -0.61 0.20 -1.48
C -0.35 -0.06 -0.05
C 0.87 -0.22 0.63
N 0.54 -0.34 1.95
C -0.80 -0.27 2.05
N -1.37 -0.12 0.86
H 1.38 0.39 -2.27
H -0.05 0.54 -3.46
H -1.64 0.28 -1.71
H 1.87 -0.19 0.24
H 1.22 -0.22 2.75
H -1.37 -0.42 2.93
*
```

* SMILES string: C=Cc1c[nH]cn1
* orbital gap: 0.3325 Ha
* HOMO energy: -0.30243 Ha



*C*
The following is a quantum chemistry calculation of the molecule C5H6N2, from the Open Molecules 2025 dataset.

```
! RIJCOSX wB97M-V def2-TZVPD def2/J DEFGRID3
* xyz 0 1
N -1.40 1.86 1.49
C -1.14 1.41 0.46
C -0.64 0.87 -0.79
C 0.73 0.29 -0.75
C 0.92 -0.34 0.63
C -0.20 -1.31 0.19
N -0.45 -0.56 -1.08
H -0.96 1.42 -1.67
H 1.49 0.54 -1.48
H 1.88 -0.78 0.85
H 0.64 0.34 1.45
H 0.21 -2.28 -0.11
H -1.08 -1.47 0.82
*
```

* SMILES string: N#C[C@H]1[C@H]2CCN21
* orbital gap: 0.3982 Ha
* HOMO energy: -0.36228 Ha



Most stable of them? *B*.